Formula: C3HInO3
Source: the OMol25 dataset
Level of theory: the ωB97M-V functional and the def2-TZVPD basis

CARTESIAN COORDINATES (ANGSTROEM)
O (-0.09, 0.44, -1.22)
C (1.21, 0.16, -1.59)
H (1.66, 0.77, -2.37)
C (1.93, -0.74, -0.93)
O (2.55, -1.18, -0.01)
C (-0.32, -0.02, 0.06)
O (-1.31, -0.78, 0.10)
In (-2.10, -1.55, 1.71)

The energy above the lowest of the compared OMol25 structures with the same formula, charge and spin is 21.0 kJ/mol. As for the multiplicity: 1. As for the energy: -530.6191 hartree. Its orbital gap is 7.3 eV.

Charges computed using Mulliken, reported in e: -0.1783 -0.2177 0.3437 0.4599 -0.3944 -0.3022 -0.3033 0.5923